## w
DFT (ωB97M-V with the def2-TZVPD basis set) results for the ion C3H6IN2O with charge +1.

Kohn-Sham gap (spin up / spin down) = 6.230 / 5.742 eV
HOMO level (spin up / spin down) = -0.387 / -0.528 Ha
net charge = +1
multiplicity = 3
expectation value of S² = 2.02
molecular weight = 213.00 g/mol

Geometry as XYZ:
```
13
C3H6IN2O (ωB97M-V with the def2-TZVPD basis set)
C -0.979 -0.040 0.010
C 1.490 0.507 -0.017
C -1.783 -1.270 -0.060
N 0.414 -0.330 -0.070
N 1.304 1.760 0.183
O -1.298 1.083 -0.070
I 3.465 -0.391 -0.052
H -2.782 -0.900 -0.316
H -1.516 -1.971 -0.934
H -1.600 -1.879 0.826
H 0.796 -1.270 0.184
H 0.468 2.335 0.041
H 2.020 2.367 0.276
```

## x
DFT (ωB97M-V with the def2-TZVPD basis set) results for the ion C3H6IN2O with charge +1.

Kohn-Sham gap (spin up / spin down) = 6.460 / 7.400 eV
HOMO level (spin up / spin down) = -0.394 / -0.531 Ha
net charge = +1
multiplicity = 3
expectation value of S² = 2.01
molecular weight = 213.00 g/mol

Geometry as XYZ:
```
13
C3H6IN2O (ωB97M-V with the def2-TZVPD basis set)
C -0.096 -0.110 -0.009
C 1.218 2.430 -0.209
C -1.335 -0.826 0.190
N 0.722 1.224 0.286
N -1.343 -2.211 0.105
O 0.974 -0.968 0.038
I -3.160 0.130 0.209
H 2.214 2.768 0.028
H 0.643 2.790 -1.032
H 1.300 0.806 1.011
H -2.211 -2.670 0.273
H -0.421 -2.686 -0.181
H 1.495 -0.675 -0.710
```

Going by the computed energies, the most stable comes first: w, x.

## w
DFT (ωB97M-V with the def2-TZVPD basis set) results for the molecule C3H2FNOS.

Kohn-Sham gap = 8.966 eV
HOMO level = -0.311 Ha
molecular weight = 119.12 g/mol
SMILES string = Fc1c[nH]c(=S)o1

Geometry as XYZ:
```
9
C3H2FNOS (ωB97M-V with the def2-TZVPD basis set)
F 0.403 2.259 0.996
C 0.122 1.077 0.466
C 0.224 -0.074 1.050
N -0.179 -0.931 -0.011
C -0.324 -0.277 -1.169
S -0.338 -0.918 -2.678
O -0.119 1.068 -0.908
H 0.416 -0.289 2.141
H -0.205 -1.915 0.112
```

## x
DFT (ωB97M-V with the def2-TZVPD basis set) results for the molecule C3H2FNOS.

Kohn-Sham gap = 8.734 eV
HOMO level = -0.318 Ha
molecular weight = 119.12 g/mol
SMILES string = Fc1coc(=S)[nH]1

Geometry as XYZ:
```
9
C3H2FNOS (ωB97M-V with the def2-TZVPD basis set)
F -2.070 -0.923 -0.007
C -1.008 -0.164 0.000
C -0.748 1.093 -0.050
O 0.651 1.258 0.128
C 1.230 0.032 0.221
S 2.863 -0.376 -0.042
N 0.231 -0.869 0.289
H -1.562 1.885 -0.214
H 0.412 -1.936 -0.326
```

Going by the computed energies, the most stable comes first: w, x.

## w
DFT (ωB97M-V with the def2-TZVPD basis set) results for the ion C2H6N3O2 with charge +1.

Kohn-Sham gap = 10.134 eV
HOMO level = -0.539 Ha
net charge = +1
molecular weight = 104.09 g/mol
SMILES string = NC(=O)/[N+](N)=C\O

Geometry as XYZ:
```
13
C2H6N3O2 (ωB97M-V with the def2-TZVPD basis set)
N 0.708 -1.759 -0.398
C 1.259 -0.671 0.096
O 2.256 -0.470 0.677
N 0.287 0.617 0.131
N 0.973 1.764 -0.226
C -0.980 0.380 0.117
O -1.358 -0.896 0.414
H -0.066 -1.791 -1.098
H 1.486 -2.470 -0.546
H 0.314 2.482 -0.265
H 1.847 2.055 0.174
H -1.806 1.075 0.030
H -2.327 -0.798 0.747
```

## x
DFT (ωB97M-V with the def2-TZVPD basis set) results for the ion C2H6N3O2 with charge +1.

Kohn-Sham gap = 9.726 eV
HOMO level = -0.520 Ha
net charge = +1
molecular weight = 104.09 g/mol
SMILES string = NC(=O)N/[NH+]=C/O

Geometry as XYZ:
```
13
C2H6N3O2 (ωB97M-V with the def2-TZVPD basis set)
N -0.110 -1.690 -1.146
C -0.843 -1.321 -0.097
O -1.976 -1.524 0.004
N -0.116 -0.694 0.985
N 0.384 0.560 0.888
C 0.412 1.447 -0.067
O 0.597 2.636 0.371
H 0.853 -1.930 -1.175
H -0.646 -2.075 -1.949
H -0.405 -0.945 1.965
H 0.736 1.121 1.716
H 0.422 1.141 -1.133
H 0.690 3.275 -0.362
```

Going by the computed energies, the most stable comes first: x, w.

## w
DFT (ωB97M-V with the def2-TZVPD basis set) results for a structure of composition C44H59ClKN4OP2.

Kohn-Sham gap = 5.878 eV
HOMO level = -0.133 Ha
net charge = -1
molecular weight = 796.48 g/mol

Geometry as XYZ:
```
112
C44H59ClKN4OP2 (ωB97M-V with the def2-TZVPD basis set)
K 0.386 0.175 -0.334
C -1.363 -2.574 2.980
C -1.321 -1.206 3.670
C -2.542 -1.067 4.576
P -0.979 0.117 2.379
C -0.173 1.491 3.413
C -0.368 1.494 4.930
C -0.471 2.885 2.857
C -2.595 0.820 1.889
C -3.394 1.488 2.828
C -4.547 2.172 2.497
C -4.911 2.219 1.147
C -4.155 1.575 0.197
C -2.987 0.815 0.512
N -2.270 0.195 -0.481
C -2.958 -0.360 -1.529
C -4.232 -0.979 -1.331
C -4.952 -1.555 -2.350
C -4.452 -1.570 -3.656
C -3.202 -1.024 -3.873
C -2.428 -0.442 -2.858
P -0.707 0.088 -3.173
C -0.824 1.539 -4.357
C -1.978 1.577 -5.355
C -0.830 2.827 -3.528
C 0.043 -1.262 -4.263
C -0.344 -2.661 -3.780
C -0.103 -1.177 -5.782
H -1.404 -3.379 3.722
H -0.488 -2.728 2.349
H -2.257 -2.658 2.352
H -0.419 -1.188 4.288
H -3.458 -1.022 3.983
H -2.505 -0.184 5.213
H -2.609 -1.944 5.230
H 0.889 1.300 3.231
H -1.401 1.715 5.205
H 0.256 2.283 5.365
H -0.079 0.552 5.402
H -1.458 3.228 3.177
H -0.457 2.906 1.769
H 0.276 3.597 3.227
H -3.079 1.489 3.865
H -5.134 2.673 3.256
H -5.787 2.781 0.841
H -4.444 1.637 -0.845
H -4.633 -0.992 -0.323
H -5.911 -2.014 -2.130
H -5.014 -2.014 -4.468
H -2.792 -1.066 -4.875
H 0.124 1.503 -4.902
H -2.937 1.554 -4.833
H -1.956 0.744 -6.056
H -1.933 2.504 -5.938
H -1.747 2.875 -2.925
H -0.806 3.711 -4.173
H 0.035 2.856 -2.862
H 1.107 -1.131 -4.036
H -1.354 -2.924 -4.100
H -0.317 -2.728 -2.695
H 0.349 -3.405 -4.186
H -1.130 -1.363 -6.106
H 0.523 -1.950 -6.241
H 0.218 -0.215 -6.186
O -0.317 3.323 -0.394
C 0.705 4.299 -0.381
C 1.806 3.862 0.556
C 2.516 4.799 1.296
C 3.553 4.359 2.103
C 3.841 3.005 2.145
C 3.078 2.141 1.370
N 2.075 2.560 0.593
H -0.867 3.437 -1.174
H 0.323 5.273 -0.059
H 1.141 4.424 -1.381
H 2.247 5.847 1.251
H 4.123 5.065 2.697
H 4.642 2.614 2.760
H 3.273 1.073 1.377
Cl -3.063 -5.247 -0.305
C -1.442 -4.631 -0.415
C -0.382 -5.483 -0.657
C 0.886 -4.936 -0.748
C 1.041 -3.566 -0.585
N 0.013 -2.758 -0.334
C -1.210 -3.274 -0.263
H -0.552 -6.545 -0.781
H 1.744 -5.564 -0.955
H 2.008 -3.072 -0.678
H -2.029 -2.573 -0.110
C 4.906 -1.263 3.226
N 3.636 -1.121 2.544
C 2.535 -1.487 3.419
C 3.578 -1.869 1.270
C 4.008 -1.079 0.043
C 5.375 -0.889 -0.196
C 5.799 -0.130 -1.281
C 4.845 0.415 -2.135
C 3.489 0.198 -1.887
C 2.995 -0.544 -0.791
H 4.909 -0.660 4.139
H 5.718 -0.911 2.588
H 5.115 -2.312 3.505
H 2.565 -2.550 3.724
H 1.588 -1.310 2.906
H 2.558 -0.874 4.325
H 2.535 -2.142 1.110
H 4.153 -2.807 1.368
H 6.127 -1.351 0.442
H 6.857 0.016 -1.468
H 5.167 1.001 -2.994
H 2.778 0.632 -2.599
```

## x
DFT (ωB97M-V with the def2-TZVPD basis set) results for a structure of composition C44H59ClKN4OP2.

Kohn-Sham gap = 5.821 eV
HOMO level = -0.136 Ha
net charge = -1
molecular weight = 796.48 g/mol

Geometry as XYZ:
```
112
C44H59ClKN4OP2 (ωB97M-V with the def2-TZVPD basis set)
K 0.024 0.790 -0.280
C 0.551 -3.131 -4.005
C 1.013 -1.963 -3.140
C 0.211 -0.706 -3.486
P 0.923 -2.168 -1.287
C 2.435 -3.175 -0.867
C 2.241 -3.801 0.513
C 3.034 -4.170 -1.861
C -0.534 -3.253 -1.096
C -0.515 -4.605 -1.432
C -1.643 -5.407 -1.395
C -2.851 -4.815 -1.034
C -2.910 -3.484 -0.689
C -1.755 -2.654 -0.660
N -1.772 -1.390 -0.155
C -2.923 -0.666 -0.083
C -3.881 -0.594 -1.120
C -4.994 0.213 -1.022
C -5.206 0.997 0.110
C -4.267 0.959 1.131
C -3.139 0.145 1.065
P -1.813 0.106 2.329
C -2.537 1.178 3.681
C -1.430 1.566 4.664
C -3.741 0.621 4.439
C -1.872 -1.584 3.135
C -3.159 -2.366 2.903
C -0.645 -2.419 2.760
H 0.717 -2.893 -5.061
H 1.073 -4.062 -3.784
H -0.516 -3.312 -3.864
H 2.068 -1.746 -3.338
H -0.821 -0.794 -3.127
H 0.675 0.175 -3.040
H 0.181 -0.549 -4.569
H 3.174 -2.373 -0.762
H 1.505 -4.607 0.479
H 3.184 -4.215 0.881
H 1.887 -3.064 1.237
H 2.415 -5.057 -1.997
H 3.201 -3.716 -2.839
H 4.004 -4.511 -1.487
H 0.419 -5.048 -1.750
H -1.588 -6.455 -1.660
H -3.761 -5.406 -1.011
H -3.860 -3.058 -0.392
H -3.717 -1.190 -2.011
H -5.705 0.243 -1.841
H -6.075 1.638 0.188
H -4.433 1.586 1.999
H -2.842 2.095 3.165
H -0.981 0.685 5.129
H -0.628 2.114 4.170
H -1.834 2.194 5.464
H -3.453 -0.237 5.049
H -4.141 1.380 5.119
H -4.546 0.301 3.778
H -1.794 -1.349 4.203
H -3.225 -2.679 1.862
H -3.162 -3.269 3.521
H -4.051 -1.785 3.138
H -0.612 -2.591 1.685
H 0.285 -1.931 3.061
H -0.689 -3.391 3.262
O 1.641 0.125 3.469
C 2.575 1.192 3.425
C 1.905 2.495 3.046
C 2.015 3.664 3.787
C 1.354 4.800 3.342
C 0.605 4.733 2.178
C 0.535 3.518 1.515
N 1.158 2.426 1.943
H 1.019 0.262 2.737
H 3.362 0.981 2.691
H 3.039 1.273 4.410
H 2.617 3.680 4.685
H 1.428 5.728 3.895
H 0.083 5.597 1.790
H -0.017 3.422 0.585
Cl -5.176 4.438 -1.320
C -3.789 3.675 -2.035
C -3.584 3.733 -3.401
C -2.447 3.126 -3.910
C -1.575 2.496 -3.035
N -1.789 2.433 -1.722
C -2.879 3.009 -1.229
H -4.291 4.244 -4.040
H -2.233 3.146 -4.969
H -0.663 2.033 -3.393
H -3.044 2.937 -0.162
C 5.886 1.081 -0.117
N 4.597 1.449 0.430
C 4.414 2.890 0.362
C 3.481 0.701 -0.181
C 3.140 1.071 -1.613
C 3.860 0.451 -2.638
C 3.676 0.829 -3.962
C 2.776 1.849 -4.239
C 2.047 2.426 -3.201
C 2.153 2.062 -1.844
H 6.675 1.566 0.464
H 6.010 1.376 -1.171
H 6.024 0.000 -0.046
H 5.150 3.375 1.012
H 3.410 3.153 0.691
H 4.527 3.288 -0.657
H 2.612 0.891 0.451
H 3.739 -0.360 -0.089
H 4.572 -0.340 -2.403
H 4.231 0.343 -4.758
H 2.631 2.179 -5.265
H 1.342 3.212 -3.484
```

Going by the computed energies, the most stable comes first: x, w.

## w
DFT (ωB97M-V with the def2-TZVPD basis set) results for a structure of composition C20H16IrN4O4S3Se.

Kohn-Sham gap (spin up / spin down) = 5.331 / 5.711 eV
HOMO level (spin up / spin down) = -0.109 / -0.195 Ha
net charge = -1
multiplicity = 5
expectation value of S² = 6.05
molecular weight = 743.75 g/mol

Geometry as XYZ:
```
49
C20H16IrN4O4S3Se (ωB97M-V with the def2-TZVPD basis set)
Ir 1.130 0.347 -0.903
C -3.040 -4.524 3.506
C -2.654 -3.532 2.497
C -1.484 -3.655 1.749
C -1.180 -2.724 0.779
C -2.095 -1.679 0.417
C -3.199 -1.588 1.209
C -3.516 -2.479 2.198
S -1.964 -0.667 -1.025
O -2.123 0.664 -0.582
O -2.878 -1.197 -1.971
N -0.448 -0.801 -1.574
C -0.162 -1.402 -2.914
C 1.301 -1.489 -3.125
O 1.804 -1.947 -4.102
O 2.038 -0.946 -2.194
H -3.757 -4.119 4.234
H -2.180 -4.919 4.091
H -3.485 -5.414 3.092
H -0.708 -4.334 2.006
H -0.293 -2.843 0.111
H -3.855 -0.719 1.024
H -4.426 -2.407 2.738
H -0.442 -0.765 -3.791
H -0.684 -2.369 -3.077
S 3.122 0.638 0.070
C 2.824 1.095 1.753
C 3.797 1.117 2.710
C 3.514 1.237 4.039
C 2.192 1.391 4.502
C 1.176 1.388 3.512
C 1.469 1.299 2.151
S 0.186 1.181 0.991
H 4.812 1.191 2.270
H 4.358 1.371 4.746
H 1.900 1.687 5.484
H 0.155 1.441 3.869
Se 1.780 1.315 -5.678
N 1.466 3.057 -5.600
C 1.011 3.332 -4.443
C 0.495 4.576 -3.849
C 0.279 4.627 -2.492
C 0.399 3.514 -1.684
N 0.720 2.272 -2.157
C 1.019 2.266 -3.420
N 1.357 1.061 -3.931
H 0.295 5.483 -4.423
H -0.157 5.440 -2.123
H 0.132 3.530 -0.690
```

## x
DFT (ωB97M-V with the def2-TZVPD basis set) results for a structure of composition C20H16IrN4O4S3Se.

Kohn-Sham gap (spin up / spin down) = 6.239 / 5.572 eV
HOMO level (spin up / spin down) = -0.135 / -0.199 Ha
net charge = -1
multiplicity = 5
expectation value of S² = 6.06
molecular weight = 743.75 g/mol

Geometry as XYZ:
```
49
C20H16IrN4O4S3Se (ωB97M-V with the def2-TZVPD basis set)
Ir -4.566 -0.490 14.461
C -2.375 -1.126 20.952
C -2.010 -0.694 19.581
C -1.626 -1.661 18.692
C -1.552 -1.394 17.372
C -1.853 -0.084 16.915
C -2.158 0.906 17.854
C -2.145 0.636 19.185
S -1.589 0.171 15.211
O -1.294 -1.064 14.468
O -0.541 1.155 15.126
N -3.086 0.950 14.778
C -2.942 1.743 13.602
C -3.249 0.844 12.328
O -2.978 1.186 11.188
O -3.753 -0.349 12.682
H -3.444 -1.422 21.031
H -2.128 -0.327 21.731
H -1.851 -2.003 21.286
H -1.370 -2.690 19.021
H -1.140 -2.141 16.707
H -2.277 1.939 17.471
H -2.255 1.414 19.907
H -1.970 2.229 13.428
H -3.743 2.494 13.665
S -5.994 -2.041 13.725
C -7.385 -1.204 13.237
C -8.410 -1.891 12.586
C -9.466 -1.248 11.985
C -9.570 0.159 12.073
C -8.595 0.859 12.799
C -7.608 0.182 13.505
S -6.515 1.086 14.515
H -8.216 -2.964 12.392
H -10.150 -1.802 11.404
H -10.377 0.687 11.572
H -8.547 1.954 12.952
Se -4.254 -4.745 17.005
N -4.993 -3.961 18.485
C -5.175 -2.671 18.268
C -5.634 -1.747 19.169
C -5.787 -0.430 18.683
C -5.392 -0.035 17.432
N -4.973 -0.916 16.491
C -4.799 -2.248 16.907
N -4.324 -3.161 16.032
H -5.929 -2.200 20.140
H -6.331 0.222 19.387
H -5.542 0.937 16.974
```

Going by the computed energies, the most stable comes first: x, w.

## w
DFT (ωB97M-V with the def2-TZVPD basis set) results for the molecule C16H26N6O5S.

Kohn-Sham gap = 9.459 eV
HOMO level = -0.338 Ha
molecular weight = 414.49 g/mol
SMILES string = CS[C@]1(C(=O)NCCOCCN(C)C(=O)Cn2cnc(C(N)=O)n2)C[C@H](O)C1

Geometry as XYZ:
```
54
C16H26N6O5S (ωB97M-V with the def2-TZVPD basis set)
C -0.648 -0.301 6.299
S -0.520 1.496 6.197
C 1.003 1.659 5.225
C 2.287 1.731 6.054
O 3.368 1.488 5.539
N 2.161 2.136 7.336
C 3.286 2.068 8.246
C 3.539 0.648 8.715
O 2.328 0.153 9.255
C 2.444 -1.155 9.777
C 1.056 -1.645 10.130
N 0.381 -0.770 11.080
C -0.445 0.319 10.576
C 0.615 -0.974 12.395
O 1.356 -1.846 12.815
C -0.083 -0.008 13.354
N -0.134 -0.533 14.695
C 0.860 -0.894 15.523
N 0.362 -1.348 16.649
C -0.981 -1.252 16.446
C -1.986 -1.667 17.475
N -1.408 -2.151 18.600
O -3.182 -1.572 17.304
N -1.325 -0.764 15.276
C 1.163 0.752 3.982
C 1.590 1.988 3.168
O 1.120 2.126 1.851
C 0.990 2.891 4.262
H -1.545 -0.521 6.877
H -0.752 -0.742 5.311
H 0.216 -0.729 6.808
H 1.232 2.111 7.727
H 4.174 2.448 7.742
H 3.068 2.709 9.101
H 3.857 0.025 7.872
H 4.333 0.639 9.473
H 2.889 -1.828 9.033
H 3.083 -1.157 10.667
H 0.440 -1.700 9.231
H 1.128 -2.641 10.565
H -0.176 1.272 11.032
H -0.267 0.418 9.508
H -1.509 0.132 10.740
H 0.454 0.944 13.339
H -1.113 0.185 13.067
H 1.901 -0.823 15.257
H -0.406 -2.212 18.666
H -1.998 -2.469 19.347
H 1.867 -0.073 4.061
H 0.189 0.395 3.641
H 2.672 2.074 3.124
H 0.159 2.076 1.858
H -0.036 3.174 4.021
H 1.552 3.770 4.572
```

## x
DFT (ωB97M-V with the def2-TZVPD basis set) results for the molecule C16H26N6O5S.

Kohn-Sham gap = 9.515 eV
HOMO level = -0.340 Ha
molecular weight = 414.49 g/mol
SMILES string = CS[C@]1(C(=O)NCCOCCN(C)C(=O)Cn2cnc(C(N)=O)n2)C[C@H](O)C1

Geometry as XYZ:
```
54
C16H26N6O5S (ωB97M-V with the def2-TZVPD basis set)
C -2.897 -0.795 1.117
S -3.467 0.919 1.130
C -3.365 1.353 2.903
C -2.250 0.561 3.560
O -2.466 -0.339 4.349
N -1.001 0.937 3.187
C 0.147 0.110 3.505
C 1.380 0.724 2.884
O 1.105 0.921 1.510
C 2.203 1.436 0.780
C 1.742 1.687 -0.639
N 1.268 0.473 -1.288
C -0.160 0.182 -1.284
C 2.188 -0.316 -1.887
O 3.383 -0.073 -1.868
C 1.646 -1.571 -2.570
N 2.608 -2.153 -3.472
C 3.872 -2.557 -3.260
N 4.379 -3.042 -4.369
C 3.355 -2.902 -5.257
C 3.464 -3.322 -6.690
N 4.683 -3.830 -6.991
O 2.551 -3.212 -7.479
N 2.265 -2.368 -4.756
C -3.398 2.897 3.057
C -4.902 2.803 3.409
O -5.775 3.147 2.354
C -4.725 1.287 3.636
H -3.066 -1.162 0.106
H -1.835 -0.856 1.349
H -3.464 -1.408 1.815
H -0.921 1.505 2.356
H 0.262 0.036 4.586
H 0.006 -0.906 3.123
H 1.615 1.687 3.356
H 2.239 0.057 3.015
H 2.554 2.375 1.227
H 3.032 0.720 0.785
H 0.925 2.410 -0.640
H 2.572 2.095 -1.215
H -0.347 -0.871 -1.077
H -0.627 0.753 -0.486
H -0.634 0.449 -2.232
H 1.360 -2.294 -1.801
H 0.765 -1.357 -3.170
H 4.368 -2.459 -2.310
H 5.395 -3.885 -6.284
H 4.858 -4.136 -7.931
H -2.785 3.224 3.898
H -3.154 3.487 2.174
H -5.225 3.390 4.266
H -5.654 2.520 1.631
H -5.491 0.645 3.204
H -4.584 1.026 4.684
```

Going by the computed energies, the most stable comes first: w, x.